(1)
Density functional theory data (wB97M-V/def2-TZVPD) for a structure of composition C23H64O9 in a non-equilibrium geometry.

Calculated values
frontier orbital gap = 9.35 eV
ΔE to the lowest compared entry with this formula, charge and spin = 12.669 eV
HOMO level = -9.13 eV

Positions of all 96 atoms, in Å:
C -1.824 3.780 2.304
O -2.420 3.639 3.486
H -2.557 3.248 1.645
H -0.824 3.317 2.236
H -1.723 4.757 2.035
H -3.100 2.914 3.402
C 0.956 2.101 4.760
O -0.308 1.659 4.951
H 0.584 3.109 4.614
H 1.466 1.755 3.812
H 1.449 2.195 5.721
H -0.903 2.296 4.656
C 0.286 -4.701 -1.071
C -0.358 -4.474 0.221
C -0.562 -5.667 1.223
O 0.318 -3.489 0.919
H 0.159 -3.758 -1.624
H -0.034 -5.479 -1.422
H 1.285 -4.950 -0.978
H -1.280 -3.995 -0.006
H -1.008 -5.422 2.059
H 0.406 -6.053 1.482
H -1.085 -6.675 0.835
H 0.594 -2.814 0.312
C 1.042 -2.438 7.632
C 1.046 -1.323 6.554
C 1.190 -1.780 5.172
O -0.095 -0.520 6.609
H 0.286 -3.144 7.384
H 0.779 -2.059 8.585
H 2.078 -2.951 7.693
H 1.897 -0.601 6.660
H 0.221 -2.319 4.884
H 1.745 -2.553 5.306
H 1.466 -1.128 4.439
H 0.009 0.219 6.062
C 1.045 0.631 -5.037
C -0.313 -0.005 -5.222
C -1.001 0.049 -3.837
O -1.167 0.668 -6.085
H 1.788 0.290 -4.314
H 1.011 1.708 -4.850
H 1.567 0.702 -5.992
H -0.103 -0.954 -5.640
H -1.838 -0.588 -3.671
H -1.233 0.967 -3.530
H -0.300 -0.365 -3.104
H -1.930 0.275 -6.268
C -5.215 1.833 -0.193
C -5.486 1.814 -1.652
C -4.452 0.807 -2.522
O -6.761 1.273 -2.003
H -5.835 2.715 0.125
H -3.953 1.740 -0.037
H -5.703 0.955 0.220
H -5.513 2.860 -2.167
H -3.600 1.403 -2.535
H -4.762 0.303 -3.511
H -4.125 -0.025 -1.905
H -7.063 1.417 -2.898
C 4.464 -2.070 -0.948
C 3.880 -1.650 -2.354
C 3.067 -2.801 -2.929
O 3.040 -0.620 -2.059
H 4.980 -1.304 -0.358
H 5.264 -2.896 -1.248
H 3.717 -2.416 -0.420
H 4.745 -1.207 -2.809
H 3.475 -3.824 -3.239
H 2.638 -2.315 -3.915
H 2.321 -3.133 -2.364
H 3.585 0.159 -1.807
C -1.154 -0.060 0.227
C 0.329 -0.103 -0.101
C 1.134 -0.345 1.118
O 0.483 -1.277 -0.820
H -1.274 0.795 0.907
H -1.453 -0.853 0.742
H -1.533 0.081 -0.671
H 0.640 0.738 -0.586
H 2.166 -0.566 0.724
H 0.850 -1.359 1.713
H 1.084 0.549 1.834
H 1.200 -1.088 -1.418
C 2.012 3.908 -3.257
C 1.666 4.594 -1.875
C 0.178 4.102 -1.470
O 2.537 4.044 -0.940
H 2.977 4.378 -3.701
H 1.336 4.193 -4.062
H 1.774 2.870 -3.327
H 1.747 5.561 -1.991
H -0.559 4.291 -2.655
H -0.048 4.909 -0.644
H 0.079 2.974 -1.163
H 2.414 4.570 -0.059

Löwdin population analysis, charges in e, atoms 1 to 8: -0.2191 -0.1041 0.0928 0.0808 0.0481 0.1297 -0.1693 -0.1104

---

(2)
Density functional theory data (wB97M-V/def2-TZVPD) for a cluster of 8 separate species, C23H66N4O11 in total in a non-equilibrium geometry.

Calculated values
frontier orbital gap = 9.44 eV
HOMO level = -9.03 eV
SMILES = COC[C@H](C)N.COC[C@H](C)N.COC[C@H](C)N.COC[C@H](C)N.OCCO.OCCO.OCCO.CO

Positions of all 104 atoms, in Å:
C -1.154 4.945 -2.962
O 0.248 5.301 -2.881
C 0.565 6.315 -1.902
C 2.052 6.563 -2.033
C 2.548 7.779 -1.214
N 2.418 6.925 -3.355
H -1.841 5.768 -3.157
H -1.575 4.453 -2.085
H -1.325 4.204 -3.744
H 0.081 7.264 -2.134
H 0.300 5.881 -0.938
H 2.648 5.702 -1.731
H 2.502 7.394 -0.196
H 1.882 8.642 -1.240
H 3.580 8.076 -1.402
H 3.422 6.853 -3.448
H 1.978 6.190 -3.890
C -6.834 -2.486 -0.281
O -7.917 -2.357 -1.237
C -7.574 -2.661 -2.595
C -8.884 -2.570 -3.397
C -9.761 -3.855 -3.326
N -8.568 -2.399 -4.830
H -6.531 -3.533 -0.261
H -7.207 -2.133 0.681
H -5.990 -1.923 -0.680
H -6.823 -2.036 -3.078
H -7.206 -3.681 -2.713
H -9.454 -1.659 -3.215
H -10.382 -3.925 -2.433
H -9.191 -4.774 -3.459
H -10.453 -3.739 -4.161
H -8.254 -1.456 -5.012
H -9.445 -2.447 -5.327
C -5.086 -8.492 -0.568
O -3.844 -7.838 -0.867
C -3.534 -8.126 -2.232
C -2.076 -7.620 -2.498
C -1.887 -6.148 -2.215
N -1.742 -7.828 -3.906
H -5.391 -8.423 0.477
H -4.983 -9.561 -0.750
H -5.958 -8.051 -1.051
H -3.603 -9.176 -2.516
H -4.252 -7.662 -2.908
H -1.410 -8.178 -1.839
H -0.915 -5.753 -2.511
H -2.189 -5.913 -1.194
H -2.604 -5.594 -2.822
H -1.737 -8.803 -4.168
H -2.413 -7.342 -4.485
C 12.120 5.675 4.139
O 10.792 5.083 4.122
C 10.560 4.301 5.287
C 9.098 3.728 5.180
C 8.015 4.714 4.803
N 8.652 3.026 6.383
H 12.855 4.892 4.328
H 12.249 6.466 4.878
H 12.286 6.163 3.179
H 11.257 3.516 5.582
H 10.512 4.984 6.135
H 9.025 2.893 4.483
H 8.173 5.222 3.852
H 7.994 5.465 5.593
H 7.012 4.303 4.914
H 9.302 2.315 6.686
H 7.966 2.466 5.897
O 0.423 -0.885 3.360
C 1.612 -0.212 2.957
C 2.842 -1.138 2.626
O 3.469 -1.705 3.769
H 0.719 -1.610 3.916
H 1.303 0.287 2.039
H 1.847 0.601 3.644
H 3.530 -0.546 2.022
H 2.582 -1.958 1.956
H 2.759 -2.192 4.194
O 4.564 0.787 -7.775
C 4.982 -0.243 -6.927
C 4.047 -0.302 -5.696
O 4.498 -1.179 -4.656
H 5.286 1.408 -7.899
H 4.882 -1.188 -7.460
H 6.005 -0.383 -6.577
H 2.987 -0.465 -5.894
H 3.949 0.711 -5.306
H 4.224 -2.058 -4.929
O -6.331 6.181 3.229
C -6.400 5.095 4.110
C -5.697 3.779 3.706
O -4.280 3.911 3.569
H -6.021 6.895 3.790
H -6.086 5.535 5.057
H -7.462 4.928 4.292
H -6.088 3.381 2.770
H -5.970 3.028 4.447
H -3.788 3.089 3.620
C -0.153 -6.656 4.360
O 0.451 -5.695 5.249
H -0.605 -7.378 5.040
H -0.955 -6.134 3.839
H 0.461 -7.172 3.622
H 0.314 -5.842 6.188

Löwdin population analysis, charges in e, atoms 1 to 8: -0.0963 -0.2048 -0.1735 -0.4777 -0.0686 0.0259 0.0816 0.0771

---

(3)
Density functional theory data (wB97M-V/def2-TZVPD) for a cluster of 11 separate species, C23H67O11S10 in total in a non-equilibrium geometry.

Calculated values
frontier orbital gap = 5.71 eV
total charge = -1
ΔE to the lowest compared entry with this formula, charge and spin = 0.571 eV
HOMO level = -4.10 eV

Positions of all 111 atoms, in Å:
C -0.938 1.190 0.282
C -0.365 0.742 -1.107
C 0.434 -0.549 -0.906
O -1.392 0.481 -2.047
H -0.372 1.933 0.786
H -1.005 0.345 1.052
H -1.899 1.610 0.161
H 0.084 1.572 -1.649
H 1.035 -0.838 -1.776
H -0.245 -1.398 -0.751
H 1.234 -0.510 -0.156
C 0.302 4.531 2.324
S -0.880 4.487 3.657
O -1.392 5.900 3.779
C -2.109 3.610 2.797
H 1.140 5.161 2.555
H -0.302 5.003 1.529
H 0.646 3.478 2.068
H -1.586 2.769 2.503
H -2.461 4.009 1.856
H -3.030 3.377 3.352
C 3.394 -2.947 -2.293
S 2.850 -3.633 -0.757
O 2.191 -4.950 -1.173
C 4.458 -3.975 -0.023
H 3.966 -3.771 -2.793
H 3.926 -2.064 -2.118
H 2.592 -2.700 -2.958
H 4.957 -4.490 -0.886
H 4.262 -4.625 0.830
H 4.925 -3.047 0.231
C 0.905 1.328 -4.450
S 1.111 -0.296 -5.083
O 0.878 -0.255 -6.603
C 2.842 -0.382 -4.819
H 1.755 1.925 -4.773
H 0.752 1.326 -3.365
H -0.007 1.678 -4.948
H 3.144 -0.048 -3.822
H 3.356 0.181 -5.636
H 3.220 -1.335 -5.101
C -3.996 5.415 -0.233
S -3.717 3.717 -0.822
O -4.703 3.567 -1.997
C -2.096 4.006 -1.561
H -3.991 6.069 -1.136
H -3.256 5.747 0.487
H -4.985 5.344 0.215
H -2.284 4.737 -2.361
H -1.647 3.111 -1.872
H -1.388 4.543 -0.908
C -0.387 -5.457 2.790
S 0.079 -3.742 2.807
O 1.505 -3.817 2.210
C -1.048 -3.195 1.511
H -0.471 -5.917 1.862
H -1.332 -5.492 3.174
H 0.372 -6.008 3.423
H -0.852 -2.162 1.200
H -2.009 -3.264 1.928
H -1.057 -3.941 0.717
C -1.095 0.303 3.482
S -1.357 -0.423 5.089
O -1.695 -1.882 4.874
C 0.393 -0.472 5.540
H -0.580 1.261 3.607
H -2.167 0.515 3.210
H -0.448 -0.330 2.883
H 0.527 -0.776 6.544
H 0.700 0.584 5.586
H 1.065 -0.996 4.900
C -4.066 -0.829 1.304
S -3.400 -1.163 -0.258
O -3.871 -2.609 -0.380
C -4.608 -0.284 -1.207
H -4.010 0.232 1.287
H -3.292 -1.254 1.964
H -5.053 -1.280 1.437
H -4.452 -0.647 -2.256
H -4.147 0.753 -1.244
H -5.705 -0.398 -1.058
C 3.280 1.969 -1.214
S 2.994 3.596 -0.510
O 4.323 4.316 -0.658
C 1.778 4.101 -1.715
H 3.477 2.171 -2.273
H 2.373 1.332 -1.178
H 4.052 1.417 -0.754
H 1.323 5.037 -1.455
H 0.906 3.425 -1.872
H 2.348 4.187 -2.644
C 2.707 0.621 2.726
S 2.790 -0.884 1.854
O 3.820 -0.589 0.801
C 3.562 -1.776 3.200
H 2.158 0.536 3.571
H 2.372 1.484 2.219
H 3.708 0.905 2.987
H 3.832 -2.755 2.831
H 2.833 -1.877 3.975
H 4.399 -1.174 3.526
C -0.847 -3.738 -2.031
S -1.312 -2.533 -3.236
O -0.422 -2.785 -4.459
C -2.870 -3.305 -3.670
H -0.449 -4.719 -2.419
H -1.672 -3.788 -1.302
H 0.020 -3.310 -1.439
H -3.504 -3.370 -2.783
H -2.673 -4.228 -4.131
H -3.206 -2.653 -4.503

Löwdin population analysis, charges in e, atoms 1 to 8: -0.0654 -0.5975 -0.0900 -0.3609 0.0251 0.0541 0.0184 0.0481